Density functional theory data (wB97M-V/def2-TZVPD) for a molecular structure, C43H38Cl3F3N2O3S2SbSeSiTi.

Calculated values
Lowest unoccupied orbital energy (spin up / spin down) (eV): 3.98 / 3.97
2S+1: 2
Total charge: -2
Frontier orbital gap (spin up / spin down) (eV): 4.83 / 5.57
⟨S²⟩: 0.78
Highest occupied orbital energy (spin up / spin down) (eV): -0.86 / -1.59
Energy relative to the best compared isomer or geometry (same formula, charge and spin) (kJ/mol): 314.6

Last column: Löwdin spin population.
Element x y z (Å)
Ti  -0.69  0.43  -1.14  0.064
Cl  -0.69  0.92  -8.26  -0.008
C  -0.96  0.64  -6.55  -0.001
C  -2.26  0.49  -6.10  0.117
C  -2.47  0.25  -4.75  0.006
C  -1.41  0.14  -3.85  0.072
O  -1.65  -0.15  -2.59  0.034
C  -0.06  0.28  -4.33  0.030
C  1.04  0.00  -3.50  0.293
N  0.93  -0.35  -2.21  0.142
C  2.01  -1.00  -1.64  0.017
C  3.34  -0.74  -1.92  0.028
C  4.36  -1.54  -1.41  0.000
C  4.09  -2.65  -0.65  0.031
C  2.75  -2.99  -0.37  0.001
C  2.39  -4.18  0.29  0.007
C  1.06  -4.50  0.41  -0.001
C  0.10  -3.61  -0.09  0.010
N  0.40  -2.47  -0.67  -0.001
C  1.70  -2.15  -0.83  0.004
C  0.12  0.55  -5.71  0.094
H  -3.10  0.56  -6.78  0.009
H  -3.47  0.13  -4.35  -0.003
H  2.02  -0.10  -3.98  0.017
H  3.60  0.12  -2.53  0.002
H  5.39  -1.29  -1.64  -0.001
H  4.88  -3.29  -0.29  0.002
H  3.16  -4.83  0.68  0.000
H  0.75  -5.43  0.86  0.000
H  -0.95  -3.86  -0.03  0.001
H  1.13  0.65  -6.09  0.004
C  -1.62  3.28  3.03  0.000
C  -1.14  1.98  2.42  0.000
S  -2.25  0.65  2.70  -0.001
C  -0.01  1.95  1.69  0.001
C  0.85  3.18  1.52  0.001
S  0.71  0.56  0.82  0.012
H  -2.48  3.08  3.66  0.000
H  -1.91  3.98  2.25  0.000
H  -0.83  3.73  3.64  0.000
H  0.71  3.88  2.34  0.000
H  0.58  3.68  0.59  0.000
H  1.89  2.88  1.45  0.000
F  4.87  -4.51  5.61  0.000
C  3.72  -3.96  5.14  0.000
C  2.52  -4.29  5.74  0.000
C  1.35  -3.74  5.25  0.000
C  1.36  -2.86  4.18  0.000
C  2.59  -2.53  3.61  0.000
C  3.78  -3.08  4.08  0.000
Sb  -0.37  -1.78  3.27  0.000
C  -1.88  -3.23  3.85  0.000
C  -1.63  -4.60  3.79  0.000
C  -2.66  -5.53  3.88  0.000
C  -3.95  -5.06  4.04  0.000
F  -4.96  -5.97  4.13  0.000
C  -4.24  -3.72  4.11  0.000
C  -3.20  -2.81  4.01  0.000
C  -0.37  -0.71  5.17  0.000
C  -1.08  -1.15  6.28  0.000
C  -1.01  -0.47  7.49  0.000
C  -0.22  0.66  7.56  0.000
F  -0.13  1.32  8.75  0.000
C  0.47  1.15  6.47  0.000
C  0.39  0.45  5.27  0.000
H  2.53  -4.98  6.58  0.000
H  0.41  -3.99  5.73  0.000
H  2.62  -1.84  2.78  0.000
H  4.74  -2.83  3.64  0.000
H  -0.61  -4.94  3.65  0.000
H  -2.47  -6.59  3.82  0.000
H  -5.27  -3.39  4.21  0.000
H  -3.41  -1.74  4.03  0.000
H  -1.69  -2.04  6.20  0.000
H  -1.55  -0.80  8.36  0.000
H  1.06  2.05  6.56  0.000
H  0.92  0.82  4.40  0.000
C  1.97  5.33  -2.03  0.000
Si  1.91  3.46  -2.43  0.001
C  2.35  3.30  -4.28  0.005
C  3.23  2.61  -1.35  0.000
Se  -0.22  2.74  -2.06  0.001
H  2.82  5.83  -2.49  0.000
H  2.03  5.49  -0.95  0.000
H  1.05  5.80  -2.38  0.000
H  3.21  3.93  -4.55  0.000
H  1.50  3.61  -4.88  0.000
H  2.60  2.28  -4.54  0.002
H  3.66  3.32  -0.64  0.000
H  4.05  2.20  -1.94  0.000
H  2.78  1.80  -0.77  0.000
Cl  -2.38  -1.50  -0.15  0.001
C  -3.72  -0.34  -0.23  0.000
Cl  -5.07  -0.85  0.76  0.000
C  -3.22  1.10  0.13  0.001
O  -4.08  1.96  0.27  0.000
O  -2.03  1.28  -0.41  0.002
H  -4.06  -0.31  -1.27  0.000